(1)
Here is a structure of composition C6H12O12S3 at a distorted geometry from the Open Molecules 2025 dataset. Energies are from the ωB97M-V functional and the def2-TZVPD basis.

CARTESIAN COORDINATES (ANGSTROEM)
O 2.68245 2.69267 -1.25479
O 0.43911 3.18260 -1.96517
O 3.28940 -3.01777 0.02126
O 1.22335 -3.33622 1.35217
O -2.70447 0.82487 3.95699
O -0.47742 1.34892 5.01442
O 1.94646 -0.71259 -2.35613
O 3.21242 -0.11041 0.32635
O -1.39973 2.78538 1.43201
O 2.02510 2.34080 -3.52363
O 1.15545 -2.77274 -1.05170
O -2.15481 3.16295 4.34102
C -0.14577 0.59696 0.28448
C 0.96042 -0.00191 -0.23136
C -0.74213 0.51792 1.63316
C 1.09743 0.34200 -1.72461
C 1.96511 -0.74420 0.63004
C -0.74021 1.91396 2.35947
S 1.49916 2.20218 -1.97894
S 1.89641 -2.51869 0.36531
S -1.51198 1.70362 4.00887
H 1.55083 -1.59944 -2.08213
H 3.77005 -0.65274 -0.32211
H -1.74065 3.55841 1.72124
H 2.19194 3.26527 -3.25620
H 0.53155 -3.53532 -0.86684
H -1.84458 2.99328 5.26620
H -0.76747 1.20266 -0.37255
H -0.22189 -0.17620 2.27237
H -1.75462 0.09346 1.50305
H 0.11155 0.15395 -2.20157
H 1.82906 -0.52547 1.70607
H 0.29131 2.28470 2.45607

The energy above the lowest of the compared OMol25 structures with the same formula, charge and spin is 91.6 kcal/mol. The value obtained for the total energy is -63485.830 eV. The value obtained for the highest occupied orbital energy is -10.62 eV. Its net charge is 0.

---

(2)
Here is a structure of composition C27H30CaN3O5S at a distorted geometry from the Open Molecules 2025 dataset. Energies are from the ωB97M-V functional and the def2-TZVPD basis.

CARTESIAN COORDINATES (ANGSTROEM)
Ca -1.67382 -1.26904 -0.45335
O 0.91916 -1.68897 3.21911
C 0.02123 -1.51114 2.26215
O 0.29705 -1.15776 1.13696
C -1.39790 -1.75999 2.71097
C -1.82924 -1.86021 4.01858
C -3.20547 -1.98058 4.22423
C -4.07939 -2.00185 3.15200
C -3.55526 -1.90803 1.86260
N -2.24634 -1.79836 1.68521
C -4.41997 -1.93337 0.58142
O -5.56740 -2.26832 0.68884
O -3.75531 -1.60769 -0.48199
H 1.80391 -1.49119 2.84694
H -1.13457 -1.83595 4.84313
H -3.58771 -2.05200 5.23383
H -5.14848 -2.09150 3.27472
C 2.08764 -1.61579 -1.96896
C 0.81549 -2.39641 -1.80892
C 0.68724 -3.34560 -0.79690
C -0.48767 -4.06694 -0.60661
C -0.61992 -5.06798 0.50332
C -1.54884 -3.85074 -1.49303
C -1.44261 -2.94350 -2.55216
C -2.57973 -2.77183 -3.52060
C -0.26291 -2.19232 -2.67500
H 2.17043 -0.85192 -1.19279
H 2.13075 -1.11949 -2.93262
H 2.95322 -2.26709 -1.87074
H 1.53532 -3.53446 -0.14905
H -1.27215 -4.69467 1.29717
H 0.34738 -5.30115 0.94530
H -1.06325 -5.99476 0.14137
H -2.46545 -4.41972 -1.38411
H -3.47332 -2.39213 -3.02145
H -2.84001 -3.73217 -3.96621
H -2.30706 -2.08893 -4.32462
H -0.16250 -1.48997 -3.49850
C 0.69711 4.89373 2.06715
C 1.37488 3.58828 2.43792
C 0.63885 2.36244 1.93422
N 0.66234 2.32450 0.47530
C -0.33110 1.96638 -0.29867
S -1.85586 1.44727 0.25907
N -0.14565 2.00341 -1.66386
C 1.01652 2.04398 -2.46396
O 1.02725 1.38364 -3.47090
C 2.12462 2.94971 -2.07243
C 1.84469 4.22808 -1.59535
C 2.88821 5.09119 -1.29714
C 4.19797 4.66516 -1.46731
C 4.47446 3.39320 -1.95485
C 3.43645 2.53425 -2.27382
H 1.25769 5.74805 2.43674
H -0.30503 4.94679 2.48757
H 0.60472 5.01091 0.99002
H 1.45058 3.49405 3.52093
H 2.40351 3.57275 2.06552
H -0.41049 2.36233 2.24418
H 1.10326 1.44622 2.30894
H 1.52275 2.64560 0.03045
H -0.95567 1.64038 -2.17992
H 0.81851 4.55148 -1.48820
H 2.67991 6.09017 -0.94828
H 5.01169 5.33565 -1.23203
H 5.49615 3.08095 -2.09966
H 3.62914 1.55294 -2.68190

The energy above the lowest of the compared OMol25 structures with the same formula, charge and spin is 14.1 kcal/mol. The value obtained for the total energy is -72468.539 eV. The value obtained for the highest occupied orbital energy is -11.92 eV. Its net charge is +1.